{"formula": "C5H10O3", "method": "wB97M-V/def2-TZVPD", "multiplicity": 1, "relative_energy_kcal_mol": 49.33, "smiles": "OC1C[C@H](O)[C@@H](O)C1", "charge": 0, "e_lumo_ev": 0.690, "orbital_gap_ev": 10.6, "elements": ["O", "O", "O", "C", "C", "C", "C", "C", "H", "H", "H", "H", "H", "H", "H", "H", "H", "H"], "positions_angstrom": [[-1.8989, 1.6599, -0.2739], [2.1984, -0.8417, -0.7371], [0.1733, -2.4524, 0.7752], [-1.1222, -0.3846, 0.3809], [-0.7671, 1.0595, 0.2353], [0.4664, 0.9428, -0.6882], [1.2159, -0.1868, -0.0504], [0.0269, -1.2296, -0.0028], [-1.5517, -0.7191, 1.3871], [0.0980, 0.6394, -1.7071], [-2.0883, -0.4026, -0.2240], [0.9880, 1.9069, -0.7904], [3.0030, -0.2371, -0.8997], [-0.1162, -1.6747, -1.0057], [-1.6789, 2.6305, -0.3947], [0.0036, -2.1891, 1.8198], [-0.4411, 1.4334, 1.2132], [1.4906, 0.0453, 0.9624]], "mulliken_charge": [-0.5287, -0.5333, -0.5738, -0.7479, 0.1328, -0.6935, 0.0173, -0.0037, 0.2152, 0.2143, 0.2173, 0.4310, 0.3210, 0.3113, 0.3311, 0.3496, 0.2708, 0.2691]}

***

{"formula": "C11H11NO2Tc", "method": "wB97M-V/def2-TZVPD", "multiplicity": 4, "s2": 3.791, "relative_energy_kcal_mol": 19.67, "charge": 2, "e_lumo_ev": [-9.415, -12.362], "orbital_gap_ev": [7.4, 4.4], "elements": ["Tc", "O", "O", "N", "C", "C", "C", "C", "C", "C", "C", "C", "C", "C", "C", "H", "H", "H", "H", "H", "H", "H", "H", "H", "H", "H"], "positions_angstrom": [[0.1458, -0.2568, -0.6785], [3.9006, -1.6897, -0.4754], [1.8154, -1.0126, -1.1417], [1.1246, -0.4096, 1.2312], [2.7824, -1.2622, -0.2267], [-0.7543, 0.4821, 2.4534], [0.4492, -0.3307, 4.8723], [1.1453, -0.5472, 3.6564], [-0.0429, 0.6540, -2.5757], [2.3231, -1.0152, 1.1777], [3.0089, -1.3917, 2.3490], [2.4104, -1.1700, 3.5702], [-1.4066, 0.6746, 3.6726], [-0.8040, 0.2642, 4.8768], [0.5119, -0.1297, 2.4305], [-1.3218, 0.4239, 5.8226], [-1.0148, -1.5179, -0.5539], [-0.9886, 1.2192, -2.6914], [0.9275, -0.6566, 5.7986], [-0.7322, -1.4201, 0.2536], [2.9002, -1.4845, 4.4933], [3.9774, -1.8654, 2.2301], [-0.0424, -0.0905, -3.3964], [-1.2193, 0.8081, 1.5141], [0.7699, 1.3633, -2.8177], [-2.3899, 1.1409, 3.6850]], "mulliken_charge": [0.6482, -0.4542, -0.6062, -0.6779, 0.6669, -0.1485, -0.5826, 0.9178, -0.9372, 0.3490, -0.4589, -0.3800, -0.6904, -0.6022, 0.6291, 0.4520, 0.3625, 0.3846, 0.4624, 0.0691, 0.4966, 0.5161, 0.2920, 0.4684, 0.3888, 0.4343]}

***

{"formula": "C14H51N7O11", "method": "wB97M-V/def2-TZVPD", "multiplicity": 1, "smiles": "COC[C@H](C)N.NC(N)=O.NC(N)=O.NC(N)=O.CO.CO.CO.CO.CO.CO.CO", "charge": 0, "e_lumo_ev": 0.516, "orbital_gap_ev": 9.5, "elements": ["O", "O", "O", "O", "O", "O", "O", "O", "O", "O", "O", "N", "N", "N", "N", "N", "N", "N", "C", "C", "C", "C", "C", "C", "C", "C", "C", "C", "C", "C", "C", "C", "H", "H", "H", "H", "H", "H", "H", "H", "H", "H", "H", "H", "H", "H", "H", "H", "H", "H", "H", "H", "H", "H", "H", "H", "H", "H", "H", "H", "H", "H", "H", "H", "H", "H", "H", "H", "H", "H", "H", "H", "H", "H", "H", "H", "H", "H", "H", "H", "H", "H", "H"], "positions_angstrom": [[0.8484, -0.4380, 0.1608], [-1.0553, 4.5355, 0.4280], [2.4529, 1.3940, 2.8590], [-1.0617, -4.8744, -0.4968], [1.1514, -4.3287, -2.0171], [-0.1239, 1.1117, 3.3217], [-3.6507, 1.4655, 2.0091], [0.4081, -2.0010, 3.3390], [3.3974, -0.5929, 1.2355], [-2.3298, -0.2834, -2.2413], [2.2897, -1.3932, -3.6276], [-1.8288, -1.4737, -4.1891], [-2.1344, 0.1397, 0.9250], [1.3209, 0.9487, -1.6531], [0.5594, 3.9094, -1.7404], [-3.9184, 0.9805, -0.2166], [0.9469, 1.7654, 0.4429], [-1.0698, -2.1824, -2.0765], [-1.7099, -1.2127, -2.8021], [2.4872, -1.6489, -4.9737], [-1.5214, 4.4072, 1.7148], [0.9831, 0.7139, -0.3778], [-2.3260, -4.6360, 0.1657], [-1.4887, 3.5538, -0.4792], [-0.0182, -2.8003, 2.2584], [-3.3188, 0.8903, 1.0120], [-1.4287, 2.7705, -2.8130], [1.9985, -3.7567, -0.9951], [-0.9500, 3.8699, -1.8498], [2.7791, 2.5076, 3.6107], [-0.9288, 1.2963, 4.4805], [3.5018, -1.6527, 2.1417], [-1.6387, 0.0527, 1.8128], [2.7598, -1.6393, 2.9208], [-0.9674, 2.8016, -3.7802], [0.3501, -4.5295, -1.5559], [1.4284, 0.1706, -2.2328], [-0.8964, 3.6806, 2.2837], [-0.8243, -5.7741, -0.2334], [-1.1132, 0.3520, 4.9984], [-1.3303, 4.8517, -2.2185], [0.7418, 1.5496, 1.4165], [-4.7506, 1.5225, -0.4398], [1.6248, -2.7554, -0.6615], [-1.0998, -1.9979, -4.5731], [-2.5583, 4.0200, 1.8082], [-1.3676, 5.3988, 2.2882], [0.6724, -2.8404, 1.3758], [-2.3470, -0.8070, -4.7834], [-1.1620, 2.5901, -0.1968], [-1.8260, 1.8005, 4.1525], [3.1724, 1.2072, 2.1954], [-2.3365, -4.9596, 1.1771], [-1.2916, 1.7459, -2.4597], [2.3362, -2.7619, -5.2277], [0.1799, -1.0742, 3.1923], [1.1475, 1.9507, -1.8910], [-0.5876, -2.9024, -2.6263], [3.1154, 3.3751, 3.0239], [3.5459, -2.7099, 1.7495], [-3.1166, -5.1788, -0.3507], [-3.4795, 0.4502, -0.9523], [-1.0477, -2.5856, 1.9974], [2.4728, -0.4782, 1.0937], [1.7019, -1.0539, -5.4914], [2.2049, -2.1945, -3.1143], [0.8122, 1.0736, 3.5697], [0.0524, -3.8063, 2.7125], [2.9541, -3.6465, -1.4379], [3.4228, -1.3501, -5.4143], [0.9906, 4.4997, -2.4506], [3.6248, 2.3048, 4.2601], [0.7678, 4.3231, -0.8278], [1.8692, 2.8729, 4.1626], [-1.6182, -0.1094, 0.0770], [-2.4410, -3.5517, 0.0937], [-0.4207, 1.9422, 5.1582], [-0.4823, -1.9271, -1.2611], [-2.4686, 2.9315, -2.9352], [4.4716, -1.4348, 2.6320], [2.1507, -4.4476, -0.1896], [-2.6217, 3.3881, -0.4844], [0.9616, 2.6754, 0.0824]], "mulliken_charge": [0.2200, -0.4603, -0.5056, -0.4712, -0.5694, -0.2440, -0.6500, -0.6547, -0.6089, -0.6294, -0.4623, -0.4998, 0.2373, -0.1045, -0.7159, -0.2540, 0.2223, 0.1203, 0.3649, -0.6851, -0.3477, 0.2837, -0.5767, 0.0397, -0.5363, 0.2174, -1.4843, -0.8813, 0.8689, -0.6738, -0.8463, -0.6740, -0.0399, 0.2587, 0.4023, 0.4731, 0.2018, -0.0649, 0.2333, 0.2709, 0.3439, -0.1781, 0.2208, 0.2040, 0.1748, 0.2717, 0.2734, 0.1168, 0.2564, -0.4807, 0.2260, 0.3082, 0.3536, 0.0798, 0.2487, 0.2733, 0.1999, 0.2276, 0.2719, 0.1550, 0.2823, 0.3622, 0.2491, 0.2707, 0.2534, 0.2562, 0.1965, 0.3631, 0.4921, 0.2741, 0.2292, 0.2711, 0.1698, 0.2208, -0.1653, 0.0716, 0.3524, -0.2460, 0.4756, 0.3578, 0.3899, 0.4858, 0.0662]}

***

{"formula": "C5H8NO", "method": "wB97M-V/def2-TZVPD", "multiplicity": 1, "relative_energy_kcal_mol": 72.11, "charge": 1, "e_lumo_ev": -5.632, "orbital_gap_ev": 8.3, "elements": ["O", "N", "C", "C", "C", "C", "C", "H", "H", "H", "H", "H", "H", "H", "H"], "positions_angstrom": [[2.0990, -0.4425, -1.3176], [-0.5365, 0.1808, 1.2517], [-1.3297, 1.0678, 0.4922], [-0.2528, -0.8264, -0.9450], [-1.2183, -0.3932, 0.1722], [0.9243, 0.0416, 1.0036], [1.1021, -0.3407, -0.5500], [1.1763, -0.8534, 1.5042], [-0.2228, -1.8694, -0.8435], [1.2701, 1.0361, 1.1653], [3.0458, -0.0243, -0.9734], [-2.0335, -1.1470, 0.1425], [-0.6819, 1.8445, -0.1381], [-0.5520, -0.5499, -1.9108], [-2.0831, 1.6112, 1.0799]], "mulliken_charge": [-0.3945, -0.2654, -0.4713, -0.7492, 0.0149, -0.6126, 0.5074, 0.3668, 0.3748, 0.5064, 0.4768, 0.3194, 0.1965, 0.4658, 0.2642]}

***

{"formula": "C5H7NO", "method": "wB97M-V/def2-TZVPD", "multiplicity": 1, "relative_energy_kcal_mol": 45.90, "smiles": "C=C(C#N)COC", "charge": 0, "e_lumo_ev": 0.146, "orbital_gap_ev": 10.5, "elements": ["O", "N", "C", "C", "C", "C", "C", "H", "H", "H", "H", "H", "H", "H"], "positions_angstrom": [[-0.0996, 0.8388, 1.3440], [1.8241, -3.1044, 0.0442], [0.9287, 0.3010, 0.5108], [1.2280, -2.1207, -0.0924], [-0.3992, -0.8675, -1.2987], [0.5158, -0.8997, -0.3114], [-1.1581, 1.4922, 0.6608], [1.3674, 1.0849, -0.1183], [-0.6388, -1.7549, -1.8800], [-0.8295, 1.9618, -0.2720], [-1.5712, 2.2693, 1.3093], [-1.9539, 0.7674, 0.4662], [-0.9372, 0.0336, -1.5678], [1.7235, -0.0019, 1.2053]], "mulliken_charge": [-0.3637, -0.4116, -0.5433, -0.0401, -0.8572, 0.8045, -0.7495, 0.3438, 0.3105, 0.3326, 0.2420, 0.2883, 0.2861, 0.3574]}

***

{"formula": "H12O6", "method": "wB97M-V/def2-TZVPD", "multiplicity": 1, "relative_energy_kcal_mol": 40.14, "smiles": "O.O.O.O.O.O", "charge": 0, "e_lumo_ev": 0.187, "orbital_gap_ev": 10.5, "elements": ["O", "O", "O", "O", "O", "O", "H", "H", "H", "H", "H", "H", "H", "H", "H", "H", "H", "H"], "positions_angstrom": [[1.8666, -1.2496, -0.2393], [1.9996, 0.6614, 2.7807], [-1.3584, -0.8056, 1.1007], [0.3946, 0.7874, 0.0697], [-3.8654, -0.5366, -0.6603], [1.4326, 0.9094, -3.1763], [1.2156, 0.5834, 2.2517], [1.8896, 0.8924, 3.7117], [-3.1304, -0.0746, -0.3173], [0.0126, 1.4324, -0.5053], [1.1996, -0.5486, -0.2303], [-1.1674, -1.5046, 0.5197], [2.0186, 0.8714, -3.9513], [2.0636, 1.3414, -2.5853], [-4.4814, -0.7146, 0.0437], [-1.8374, -1.1646, 1.8407], [2.1516, -1.3076, -1.1483], [-0.4034, 0.4274, 0.4947]], "mulliken_charge": [-0.6681, -0.6193, -0.6564, -0.6488, -0.6214, -0.6204, 0.3189, 0.2983, 0.3265, 0.2707, 0.3792, 0.3155, 0.2999, 0.3187, 0.3048, 0.2849, 0.3120, 0.4050]}